Density functional theory data (wB97M-V/def2-TZVPD) for a cluster of 5 separate species, C31H56F9NO17S5 in total at a distorted geometry.

Last column: Mulliken charge in e.
Element x y z (Å)
C -0.723 0.674 -0.902  -0.865
C 0.417 1.023 -0.740  -2.228
C 1.740 1.641 -0.476  3.272
C 2.681 0.440 -0.080  -0.379
C 3.821 0.163 -1.059  -0.845
O 4.843 -0.596 -0.398  -0.050
C 5.813 0.216 0.207  -1.040
C 6.115 -0.325 1.605  1.017
F 5.022 -0.066 2.401  -0.284
F 6.308 -1.657 1.568  -0.343
C 7.320 0.372 2.268  0.487
F 8.308 0.423 1.327  -0.312
F 6.994 1.639 2.579  -0.263
C 7.937 -0.338 3.531  0.720
F 8.478 0.648 4.287  -0.293
F 8.927 -1.157 3.147  -0.278
C 6.930 -1.117 4.438  0.351
F 6.906 -2.412 4.061  -0.238
F 7.403 -1.073 5.714  -0.298
C 2.113 2.365 -1.802  -0.544
O 1.782 2.050 -2.895  -0.512
N 2.865 3.541 -1.426  -0.466
C 2.124 4.039 -0.251  -0.678
C 3.024 5.098 0.450  0.900
C 2.289 6.390 0.807  -1.560
F 4.078 5.457 -0.400  -0.419
C 1.729 2.769 0.601  2.292
C 0.403 2.860 1.348  -1.354
C 0.304 3.957 2.423  -0.256
C 0.477 3.451 3.866  -0.874
C 1.669 2.527 4.143  -0.704
S 3.194 3.416 4.421  1.033
O 3.478 3.441 5.818  -0.655
O 3.152 4.687 3.757  -0.599
O 4.303 2.474 3.771  -0.316
H -1.660 0.211 -1.125  0.935
H 3.052 0.637 0.927  -0.007
H 2.089 -0.470 -0.018  0.320
H 3.466 -0.456 -1.879  0.293
H 4.274 1.068 -1.476  0.420
H 6.712 0.266 -0.410  0.389
H 5.451 1.241 0.356  0.310
H 5.931 -0.681 4.454  0.136
H 3.761 3.141 -1.143  0.373
H 1.216 4.527 -0.611  0.622
H 3.513 4.669 1.326  -0.140
H 1.211 6.262 0.705  0.442
H 2.502 6.714 1.823  0.238
H 2.583 7.176 0.114  0.473
H 2.581 2.627 1.277  -1.296
H 0.105 1.894 1.760  0.685
H -0.335 3.085 0.576  0.535
H 0.970 4.791 2.218  -0.240
H -0.712 4.354 2.374  0.354
H 0.589 4.321 4.518  0.555
H -0.433 2.927 4.159  0.086
H 1.491 2.024 5.095  0.577
H 1.795 1.735 3.405  0.259
H 4.377 2.625 2.817  0.317
O -2.885 2.630 4.368  -0.610
S -3.445 2.413 5.671  1.249
O -3.168 1.208 6.387  -0.639
O -5.015 2.639 5.594  -0.295
C -5.763 1.874 4.621  -0.309
C -5.937 0.423 5.022  -0.985
C -3.069 3.787 6.705  -1.015
H -5.287 1.968 3.644  0.304
H -6.731 2.368 4.563  0.273
H -4.985 -0.104 5.036  0.297
H -6.594 -0.079 4.312  0.389
H -6.369 0.351 6.020  0.268
H -3.299 4.706 6.172  0.308
H -2.006 3.732 6.929  0.376
H -3.650 3.705 7.619  0.384
O 4.017 -2.692 -2.747  -0.607
S 5.143 -3.573 -2.843  1.193
O 6.269 -3.215 -3.648  -0.654
O 4.622 -5.013 -3.274  -0.295
C 3.821 -5.108 -4.472  -0.327
C 4.637 -4.963 -5.740  -0.989
C 5.702 -3.999 -1.231  -0.837
H 3.014 -4.375 -4.427  0.307
H 3.368 -6.097 -4.427  0.274
H 5.056 -3.962 -5.832  0.301
H 4.005 -5.148 -6.609  0.390
H 5.466 -5.670 -5.746  0.268
H 4.848 -4.292 -0.626  0.319
H 6.172 -3.109 -0.817  0.156
H 6.424 -4.806 -1.314  0.451
O -3.832 -0.215 -2.525  -0.635
S -3.794 0.280 -3.872  1.256
O -4.849 1.108 -4.368  -0.615
O -3.575 -0.947 -4.857  -0.282
C -4.502 -2.054 -4.781  -0.395
C -5.852 -1.750 -5.392  -0.791
C -2.256 1.084 -4.162  -1.041
H -4.596 -2.374 -3.741  0.335
H -4.016 -2.861 -5.328  0.273
H -6.381 -0.982 -4.829  0.308
H -6.471 -2.646 -5.398  0.251
H -5.737 -1.386 -6.414  0.285
H -1.448 0.449 -3.809  0.298
H -2.273 2.018 -3.605  0.387
H -2.162 1.286 -5.226  0.407
O -8.084 -3.971 -4.461  -0.599
S -8.544 -5.304 -4.206  1.184
O -9.528 -5.898 -5.055  -0.613
O -9.020 -5.394 -2.692  -0.291
C -10.003 -4.437 -2.236  -0.324
C -11.397 -4.736 -2.751  -0.980
C -7.169 -6.394 -4.074  -0.973
H -9.681 -3.431 -2.508  0.303
H -9.979 -4.508 -1.151  0.275
H -11.457 -4.619 -3.831  0.299
H -12.113 -4.052 -2.294  0.382
H -11.682 -5.761 -2.512  0.267
H -6.430 -5.954 -3.410  0.311
H -6.762 -6.509 -5.076  0.371
H -7.517 -7.352 -3.698  0.345

Cartesian forces (eV/Å) of the 6 atoms listed first:
C 0.383 -0.488 -0.229
C -0.348 0.800 0.474
C -1.191 -1.428 -0.241
C 0.087 0.511 -0.365
C 0.064 -0.322 0.305
O 0.031 0.150 -0.010

Highest occupied orbital energy = -9.9 eV
Spin multiplicity = 1
SMILES = C#C[C@@]1(CCOCC(F)(F)C(F)(F)C(F)(F)C(F)F)C(=O)N[C@H]([C@H](C)F)[C@H]1CCCCS(=O)(=O)O.CCOS(C)(=O)=O.CCOS(C)(=O)=O.CCOS(C)(=O)=O.CCOS(C)(=O)=O
LUMO level = 0.0111 hartree

---

Density functional theory data (wB97M-V/def2-TZVPD) for a structure of composition C31H57AsCsFN2Se2 at a distorted geometry.

Last column: Mulliken charge in e.
Element x y z (Å)
Cs -1.118 -1.171 -0.127  0.693
C -2.614 0.646 4.437  -2.390
C -2.192 1.363 3.173  0.890
C -3.109 1.493 2.123  1.358
C -4.404 0.713 2.158  -2.247
C -2.813 2.326 1.044  0.429
C -3.836 2.563 -0.043  -2.037
C -1.569 2.974 0.969  1.644
C -1.329 3.897 -0.204  -2.064
C -0.611 2.754 1.964  0.673
C 0.759 3.394 1.932  -2.168
C -0.923 1.933 3.058  1.601
C 0.131 1.671 4.111  -2.758
H -2.519 -0.440 4.350  0.262
H -3.656 0.869 4.663  0.523
H -2.022 0.971 5.289  0.488
H -5.234 1.319 2.531  0.365
H -4.317 -0.161 2.800  0.385
H -4.666 0.358 1.162  0.396
H -3.880 3.619 -0.306  0.432
H -4.833 2.267 0.270  0.477
H -3.592 2.004 -0.952  0.283
H -1.917 4.811 -0.089  0.443
H -1.638 3.423 -1.137  0.447
H -0.290 4.186 -0.312  0.175
H 0.841 4.182 1.190  0.573
H 1.530 2.651 1.711  0.196
H 0.996 3.839 2.899  0.425
H 0.171 2.478 4.849  0.428
H 1.120 1.589 3.660  0.498
H -0.064 0.743 4.642  0.455
N -0.529 -1.136 -3.094  0.052
C 0.504 -2.045 -3.593  -0.629
C 0.645 -3.249 -2.675  -0.321
N 1.022 -2.838 -1.322  -0.183
H -1.422 -1.631 -3.078  -0.075
H -0.638 -0.360 -3.736  0.177
H 1.454 -1.505 -3.620  0.182
H 0.298 -2.410 -4.607  0.357
H 1.363 -3.942 -3.132  0.396
H -0.321 -3.755 -2.618  0.039
H 1.937 -2.400 -1.330  0.079
H 1.081 -3.656 -0.725  0.135
C 4.695 -1.822 1.486  -1.028
Se 3.026 -0.819 1.386  0.174
C 2.238 -1.444 3.066  0.417
C 1.833 -2.907 3.059  -0.830
Se 0.047 -3.256 2.264  -0.257
C -0.887 -2.635 3.850  -0.194
H 5.232 -1.546 2.390  0.314
H 5.284 -1.555 0.613  0.333
H 4.494 -2.890 1.474  0.305
H 1.371 -0.797 3.210  -0.976
H 2.956 -1.223 3.857  0.512
H 1.792 -3.305 4.074  0.438
H 2.528 -3.526 2.494  0.330
H -0.711 -3.329 4.668  0.422
H -1.948 -2.601 3.621  0.014
H -0.530 -1.639 4.111  -0.075
C 4.769 1.314 -1.603  -1.133
C 4.131 1.357 -2.989  -0.783
As 2.163 1.177 -2.875  0.414
C 1.758 2.874 -1.945  -0.167
C 2.332 4.164 -2.520  -1.328
C 1.651 1.715 -4.728  -0.570
C 2.714 2.369 -5.606  -1.268
H 5.857 1.315 -1.672  0.449
H 4.464 0.421 -1.053  0.071
H 4.472 2.180 -1.008  0.257
H 4.502 0.530 -3.598  0.469
H 4.403 2.281 -3.499  0.405
H 2.081 2.736 -0.910  0.186
H 0.668 2.932 -1.923  0.113
H 3.421 4.130 -2.577  0.287
H 2.062 5.019 -1.896  0.420
H 1.941 4.355 -3.519  0.245
H 0.792 2.381 -4.613  0.448
H 1.281 0.817 -5.229  0.377
H 3.131 3.263 -5.143  0.255
H 2.283 2.663 -6.565  0.378
H 3.535 1.680 -5.806  0.335
F -2.344 -5.094 2.586  -0.438
C -2.524 -4.358 1.432  -0.185
C -2.071 -4.885 0.219  -0.564
C -2.442 -4.300 -0.963  -0.213
C -3.317 -3.154 -1.015  -0.048
C -3.626 -2.506 -2.190  -1.273
C -3.862 -2.754 0.258  -0.630
C -3.494 -3.363 1.433  0.043
H -1.443 -5.768 0.239  0.448
H -2.135 -4.753 -1.899  0.502
H -4.380 -1.726 -2.211  0.215
H -3.345 -2.923 -3.151  0.394
H -4.660 -2.019 0.267  0.260
H -3.985 -3.113 2.368  0.647

Cartesian forces (eV/Å) of the 6 atoms listed first:
Cs -0.248 0.858 0.124
C 0.042 0.013 -0.130
C 0.066 -0.017 -0.018
C 0.005 -0.054 -0.012
C 0.052 0.106 0.036
C 0.032 -0.016 -0.018

Highest occupied orbital energy = -5.1 eV
Spin multiplicity = 1
Relative energy (zero: lowest compared OMol25 entry of this formula, charge and spin) = 12.8 kcal/mol
LUMO level = 0.0043 hartree

---

Density functional theory data (wB97M-V/def2-TZVPD) for a structure of composition C31H57Cl20FGaO4S at a distorted geometry.

Last column: Mulliken charge in e.
Element x y z (Å)
C -4.060 4.656 -3.292  -1.379
C -3.712 3.346 -2.495  0.216
C -4.051 3.194 -1.090  -0.277
C -3.670 1.936 -0.437  -0.198
C -2.973 0.861 -1.162  -0.041
C -2.600 -0.408 -0.323  0.547
C -3.500 -1.671 -0.644  -1.310
C -1.030 -0.721 -0.424  -0.871
C -2.619 1.003 -2.594  0.550
O -1.941 -0.023 -3.199  -0.114
C -1.851 0.105 -4.646  -0.676
Ga -0.940 -1.460 -5.593  0.363
O -1.962 -3.036 -5.517  -0.613
S 1.268 -1.715 -4.892  0.928
O 2.005 -0.556 -5.443  -0.640
O 1.867 -2.929 -5.483  -0.589
F 1.404 -1.617 -3.232  -0.237
C -3.001 2.271 -3.224  -0.551
H -4.730 5.321 -2.693  0.309
H -4.559 4.374 -4.262  0.350
H -3.149 5.250 -3.560  0.287
H -4.584 4.038 -0.595  -0.155
H -3.902 1.817 0.643  0.267
H -2.768 -0.166 0.769  0.378
H -2.859 -2.597 -0.705  0.266
H -4.099 -1.577 -1.585  0.326
H -4.186 -1.851 0.234  0.303
H -0.635 -1.144 0.542  0.128
H -0.872 -1.457 -1.251  0.143
H -0.527 0.266 -0.601  0.261
H -2.881 0.315 -5.043  0.415
H -1.222 1.030 -4.845  0.278
H -0.860 -1.061 -7.156  -0.279
H -2.359 -3.134 -6.401  0.220
H -2.755 2.489 -4.284  0.381
Cl -0.251 -3.234 1.791  -0.156
C 1.190 -3.948 1.027  -0.450
C 0.914 -4.416 -0.384  -0.108
Cl -0.177 -5.826 -0.420  -0.209
H 1.539 -4.764 1.660  0.345
H 1.958 -3.174 1.016  0.308
H 1.845 -4.724 -0.860  0.338
H 0.466 -3.628 -0.988  -0.003
Cl -1.401 2.571 0.426  -0.100
C -0.603 4.160 0.543  -0.367
C -0.902 4.854 1.853  -0.386
Cl -2.609 5.362 1.970  -0.143
H -0.920 4.760 -0.311  0.325
H 0.468 3.984 0.456  0.090
H -0.297 5.757 1.941  0.248
H -0.683 4.211 2.705  0.330
Cl -1.936 -7.556 6.249  -0.236
C -2.134 -5.817 5.899  -0.382
C -1.711 -5.467 4.490  -0.519
Cl 0.050 -5.622 4.267  -0.213
H -1.565 -5.255 6.640  0.383
H -3.188 -5.588 6.037  0.321
H -1.967 -4.429 4.271  0.351
H -2.198 -6.098 3.754  0.265
Cl -7.105 -6.871 6.080  -0.190
C -6.864 -7.352 4.381  -0.457
C -5.401 -7.398 4.004  -0.400
Cl -4.668 -5.775 3.963  -0.185
H -7.419 -6.659 3.751  0.310
H -7.305 -8.344 4.268  0.328
H -5.290 -7.820 3.005  0.357
H -4.826 -8.010 4.699  0.251
Cl -6.299 5.264 4.414  -0.186
C -6.621 6.388 3.070  -0.420
C -7.299 5.705 1.904  -0.518
Cl -6.218 4.555 1.079  -0.095
H -5.675 6.841 2.774  0.285
H -7.267 7.174 3.464  0.336
H -7.595 6.448 1.162  0.267
H -8.190 5.164 2.219  0.322
Cl 7.278 -1.387 -5.017  -0.224
C 5.909 -1.679 -6.128  -0.229
C 5.476 -3.124 -6.137  -0.406
Cl 6.696 -4.192 -6.885  -0.219
H 6.204 -1.343 -7.121  0.285
H 5.085 -1.052 -5.785  0.206
H 4.562 -3.230 -6.721  0.256
H 5.280 -3.490 -5.130  0.332
Cl 6.072 1.097 -9.027  -0.194
C 6.275 1.432 -7.288  -0.229
C 6.749 2.844 -7.030  -0.454
Cl 8.424 3.105 -7.581  -0.207
H 6.967 0.696 -6.881  0.212
H 5.301 1.279 -6.821  0.236
H 6.733 3.047 -5.959  0.290
H 6.113 3.577 -7.526  0.343
Cl -1.072 -6.503 11.365  -0.190
C -0.225 -6.917 9.851  -0.216
C 0.873 -7.931 10.071  -0.439
Cl 2.237 -7.258 11.001  -0.194
H 0.162 -5.995 9.418  0.306
H -0.975 -7.325 9.172  0.105
H 1.275 -8.253 9.109  0.299
H 0.506 -8.811 10.599  0.327
Cl 3.492 3.058 -0.925  -0.164
C 4.298 4.642 -0.813  -0.362
C 4.007 5.338 0.497  -0.371
Cl 2.304 5.855 0.615  -0.210
H 3.984 5.244 -1.665  0.349
H 5.370 4.459 -0.901  0.234
H 4.616 6.236 0.584  0.167
H 4.224 4.695 1.350  0.336
Cl 7.246 5.780 0.972  -0.173
C 8.047 7.367 1.086  -0.499
C 7.750 8.061 2.395  -0.413
Cl 6.047 8.573 2.510  -0.173
H 7.732 7.967 0.234  0.302
H 9.119 7.187 0.999  0.358
H 8.358 8.962 2.482  0.296
H 7.967 7.418 3.248  0.307

Cartesian forces (eV/Å) of the 6 atoms listed first:
C 0.080 -0.740 0.158
C 0.675 -1.251 0.607
C 0.860 -1.559 -1.897
C -0.599 -0.073 -2.892
C -1.163 0.857 0.245
C 0.577 0.030 0.031

Highest occupied orbital energy = -5.6 eV
Spin multiplicity = 1
Total charge = -1
LUMO level = 0.0546 hartree

---

Density functional theory data (wB97M-V/def2-TZVPD) for a structure of composition C31H57IrN2O2P2S at a distorted geometry.

Last column: Löwdin spin population.
Element x y z (Å)
C -1.367 -2.337 -1.477  0.022
C 0.916 -1.511 -1.604  0.037
C -1.092 -3.458 -2.267  0.015
C 1.243 -2.653 -2.378  0.017
C 0.258 -3.611 -2.718  0.018
H -1.939 -4.103 -2.559  0.001
H 2.290 -2.819 -2.704  0.000
H 0.534 -4.560 -3.218  0.001
N -0.376 -1.465 -1.109  0.066
P -2.988 -0.746 0.239  0.096
P 2.690 0.812 -0.318  0.700
C -2.799 -1.945 -1.167  0.008
H -3.210 -1.359 -2.007  0.000
H -3.463 -2.799 -1.027  0.001
C -0.964 1.033 1.815  0.143
O -0.909 1.655 2.812  0.094
C 1.888 -0.282 -1.758  0.132
H 2.808 -0.593 -2.286  0.011
C 4.112 1.796 -1.355  0.031
C 3.247 0.647 1.629  0.184
C -4.104 0.731 -0.149  0.005
C -3.628 -1.980 1.513  0.039
C 3.409 3.202 -1.341  0.037
H 3.546 3.706 -0.366  0.001
H 3.800 3.866 -2.146  0.004
H 2.317 3.086 -1.517  0.011
C 5.532 1.850 -0.739  0.009
H 5.580 2.231 0.293  0.000
H 6.008 0.859 -0.767  0.000
H 6.181 2.510 -1.358  0.002
C 4.287 1.365 -2.837  0.004
H 4.563 2.262 -3.439  0.000
H 5.107 0.635 -3.015  0.000
H 3.347 0.936 -3.217  0.001
C 3.667 2.050 2.149  0.018
H 2.765 2.690 2.184  0.003
H 4.032 1.965 3.192  0.006
H 4.426 2.601 1.572  0.001
C 2.133 0.226 2.600  0.021
H 1.412 1.041 2.733  0.002
H 1.572 -0.680 2.324  0.010
H 2.598 0.044 3.593  0.001
C 4.296 -0.473 1.543  0.049
H 5.202 -0.154 0.991  0.001
H 4.595 -0.814 2.561  0.014
H 3.829 -1.342 1.020  0.007
C -3.756 -1.272 2.872  0.003
H -4.090 -2.009 3.627  0.000
H -2.783 -0.872 3.191  0.002
H -4.491 -0.451 2.839  0.000
C -2.613 -3.130 1.618  0.016
H -2.553 -3.706 0.687  0.001
H -1.615 -2.759 1.876  0.007
H -2.931 -3.813 2.419  0.000
C -4.993 -2.627 1.162  0.010
H -5.229 -3.378 1.948  0.003
H -5.816 -1.898 1.138  0.000
H -4.987 -3.166 0.201  0.000
C -3.756 1.278 -1.550  0.002
H -4.190 0.666 -2.357  0.000
H -4.150 2.309 -1.613  0.000
H -2.663 1.358 -1.669  0.002
C -3.806 1.860 0.878  0.002
H -2.752 2.169 0.788  0.001
H -4.435 2.728 0.613  0.000
H -4.014 1.567 1.926  0.000
C -5.610 0.388 -0.062  0.001
H -5.881 -0.482 -0.686  0.000
H -5.955 0.217 0.981  0.000
H -6.184 1.254 -0.450  0.000
Ir -0.967 0.138 0.205  0.752
N 0.022 1.121 -1.148  0.884
C 0.976 0.863 -2.057  0.377
C 0.593 1.656 -3.436  0.045
C 1.662 1.890 -4.511  0.006
C -0.573 0.900 -4.139  0.020
C 0.145 3.113 -3.006  0.032
H 2.456 2.604 -4.194  0.000
H 2.082 0.944 -4.900  0.000
H 1.117 2.418 -5.340  0.003
H -1.565 1.212 -3.745  0.002
H -0.579 1.116 -5.236  0.003
H -0.431 -0.198 -4.069  0.001
H -0.687 3.484 -3.675  0.000
H -0.229 3.026 -1.942  0.010
H 1.037 3.807 -3.069  0.002
C 1.433 -3.028 4.803  0.053
S -0.167 -2.203 4.639  0.268
C 0.139 -0.675 5.562  0.058
O -0.316 -1.782 3.195  0.590
H 1.217 -4.038 5.187  0.000
H 2.067 -2.489 5.519  0.007
H 1.898 -3.077 3.809  0.001
H 1.218 -0.537 5.721  0.009
H -0.284 0.167 4.996  0.000
H -0.366 -0.783 6.534  -0.001

Cartesian forces (eV/Å) of the 6 atoms listed first:
C 0.565 -0.134 -0.663
C -0.356 -1.146 -1.016
C 0.890 0.828 -0.162
C -0.252 -0.452 0.023
C -0.445 -0.285 1.189
H 0.867 0.216 0.104

Highest occupied orbital energy (spin up / spin down) = -13.7 / -17.1 eV
Spin multiplicity = 6
Total charge = +3
<S²> = 8.780
Relative energy (zero: lowest compared OMol25 entry of this formula, charge and spin) = 37.2 kcal/mol
LUMO level (spin up / spin down) = -0.3040 / -0.4651 hartree